Formula: C44H28N4O4SeSr
Source: the OMol25 dataset
Level of theory: the ωB97M-V functional and the def2-TZVPD basis

Output
LUMO in hartree: 0.1563
Energy relative to the best compared isomer or geometry (same formula, charge and spin) in kcal/mol: 56.3
HOMO energy in hartree: -0.02812
F_max in Eh/bohr: 0.101
Kohn-Sham gap in eV: 5.0
Total charge: -2

Last column: Mulliken charge in e.
Element x y z (Å)
Sr 0.02320 -0.54420 0.33219  2.660
C -2.59178 7.20925 -0.88011  -0.266
C -2.54999 6.26917 -1.90515  -0.817
C -2.11198 4.97406 -1.64850  0.182
C -1.70817 4.57779 -0.37004  -0.713
C -1.76608 5.53212 0.64386  0.140
C -2.19850 6.83307 0.39812  -0.746
C -1.22821 3.17562 -0.11233  1.692
C 0.18004 3.01605 -0.04727  0.239
C 1.09097 4.18175 -0.04986  -1.148
C 2.34397 3.70913 -0.01138  -1.324
C 2.25247 2.24756 -0.01426  0.205
C 3.35979 1.43839 -0.06824  1.890
C 4.70596 2.08839 -0.14270  -0.447
C 5.62981 1.90843 0.88694  -0.084
C 6.89009 2.49113 0.83073  -0.792
C 7.25858 3.26048 -0.26856  -0.328
C 6.35355 3.43624 -1.30883  -0.756
C 5.09109 2.85188 -1.24363  -0.173
C 3.39958 -0.01657 -0.09734  -0.498
N 2.27148 -0.75837 -0.00505  -0.410
C 2.63811 -2.05662 -0.08700  0.119
C 1.54726 -3.09294 0.02681  0.650
C 2.05393 -4.51966 -0.04228  -0.319
C 1.63198 -5.34179 -1.07431  -0.501
C 2.09458 -6.65147 -1.16411  -0.888
C 2.97552 -7.14642 -0.21300  -0.321
C 3.39010 -6.32274 0.82929  -0.932
C 2.93590 -5.01625 0.91638  -0.111
C -0.81842 -2.93293 -0.60168  0.863
C -1.54919 -4.00389 -0.07853  -1.096
C -2.80925 -3.44732 0.19174  -0.686
C -2.75230 -2.08818 -0.18722  -0.267
N -1.52705 -1.81282 -0.72061  -1.017
C -3.71424 -1.02796 0.04791  1.718
C -3.40591 0.31240 0.08050  -0.393
C -4.38892 1.38933 0.01470  -1.038
C -3.69508 2.53843 -0.08404  -1.435
C -2.25964 2.18823 -0.05159  0.022
N -2.12188 0.86604 0.06471  -0.289
C -5.12524 -1.44825 0.25296  -0.051
C -5.71883 -2.37614 -0.60451  -0.264
C -7.04849 -2.74249 -0.45492  -0.748
C -7.81713 -2.19800 0.56957  -0.378
C -7.23113 -1.29759 1.44917  -0.722
C -5.89761 -0.93359 1.29433  -0.365
C 4.01811 -2.18105 -0.25688  -0.947
C 4.51168 -0.86360 -0.26323  -1.192
N 0.89758 1.87862 -0.00210  -0.225
H -2.92371 8.22260 -1.07645  0.350
H -2.85536 6.54712 -2.90832  0.350
H -2.07570 4.23881 -2.44442  0.443
H -1.46303 5.23896 1.64366  0.401
H -2.23369 7.55133 1.20929  0.366
H 0.79124 5.21891 -0.06533  0.360
H 3.25468 4.28661 0.02327  0.434
H 5.34100 1.30386 1.73878  0.469
H 7.58629 2.34448 1.64846  0.352
H 8.24044 3.71639 -0.31370  0.357
H 6.63104 4.02301 -2.17714  0.350
H 4.38332 2.98122 -2.05418  0.471
H 0.94111 -4.95188 -1.80646  0.485
H 1.75900 -7.28275 -1.97823  0.380
H 3.32789 -8.16918 -0.27442  0.374
H 4.06328 -6.70283 1.58822  0.369
H 3.24172 -4.37434 1.73713  0.493
H -1.19531 -4.99831 0.13945  0.524
H -3.63635 -3.93760 0.68706  0.475
H -5.46330 1.27186 -0.00831  0.440
H -4.10057 3.53725 -0.15731  0.371
H -5.11490 -2.80256 -1.39569  0.444
H -7.48794 -3.45461 -1.14310  0.357
H -8.85894 -2.47489 0.68117  0.363
H -7.80902 -0.88308 2.26756  0.357
H -5.42901 -0.25328 1.99638  0.535
H 4.58177 -3.09539 -0.35389  0.563
H 5.54320 -0.56005 -0.37905  0.440
O -0.30958 -1.66100 2.11021  -1.092
Se 0.82138 -2.86790 1.99295  1.463
O 2.17509 -2.43596 2.79550  -0.739
O 0.53975 -2.82715 -0.97886  -0.279
O 0.22385 -4.30237 2.48515  -0.722